Record 1
{"formula": "C52H68Br2F7NO4P", "method": "ωB97M-V/def2-TZVPD", "symbols": ["C", "C", "C", "C", "C", "C", "C", "C", "C", "C", "C", "C", "C", "C", "C", "C", "C", "C", "C", "P", "N", "C", "O", "O", "C", "C", "C", "C", "C", "C", "F", "Br", "C", "F", "F", "Br", "C", "O", "O", "H", "H", "H", "H", "H", "H", "H", "H", "H", "H", "H", "H", "H", "H", "H", "H", "H", "H", "H", "H", "H", "H", "H", "H", "H", "H", "H", "H", "H", "H", "H", "H", "H", "H", "H", "H", "H", "H", "H", "H", "H", "H", "H", "H", "H", "H", "H", "H", "F", "C", "C", "C", "C", "C", "C", "H", "H", "H", "H", "H", "F", "C", "C", "C", "C", "C", "C", "H", "H", "H", "H", "H", "F", "C", "C", "C", "C", "C", "C", "H", "H", "H", "H", "H", "F", "C", "C", "C", "C", "C", "C", "H", "H", "H", "H", "H"], "xyz": [[5.6331, -0.0300, 3.4256], [6.6150, -0.0496, 2.1865], [6.2704, 1.1345, 1.2039], [7.3436, 1.1015, 0.0488], [6.7606, 1.3227, -1.3829], [5.5104, 0.4498, -1.7107], [5.1699, 0.4350, -3.2474], [4.5369, 1.7901, -3.7264], [3.0640, 1.9259, -3.2296], [2.3304, 3.2218, -3.6920], [2.2959, 4.3843, -2.6500], [1.9290, 3.9523, -1.1782], [0.4681, 3.4012, -0.9968], [-0.3857, 4.3296, -0.0623], [-1.3543, 3.5957, 0.9351], [-1.9655, 2.2520, 0.4249], [-3.2663, 1.8409, 1.2161], [-3.1559, 0.5329, 2.0823], [-3.7366, -0.7833, 1.4631], [-4.5320, -1.6737, 2.9496], [-5.6609, -0.7937, 3.6526], [-4.9436, -0.7144, 0.4549], [-5.9920, -0.2112, 0.6595], [-4.5940, -1.3711, -0.6888], [-3.1747, -1.6007, -0.7958], [-2.6605, -0.3069, -1.5445], [-2.7686, -1.7650, 0.7106], [-1.2463, -1.6801, 1.0277], [-0.3769, -2.7341, 0.2715], [1.0737, -2.2261, 0.0707], [1.8468, -3.3420, -0.2542], [1.2815, -0.9494, -1.3956], [1.7383, -1.6397, 1.4002], [3.0779, -1.9509, 1.3211], [1.2890, -2.2623, 2.5057], [1.6932, 0.3207, 1.5712], [-3.0584, -3.3144, 0.9690], [-3.7655, -3.9850, 0.2090], [-2.5606, -3.8210, 2.0228], [4.8396, 0.7325, 3.2848], [5.1762, -1.0317, 3.5666], [6.1791, 0.1953, 4.3699], [6.6048, -1.0330, 1.6769], [7.6331, 0.1551, 2.5805], [6.3569, 2.0719, 1.8010], [5.2282, 1.0075, 0.8507], [8.0264, 1.9650, 0.2457], [7.9605, 0.1748, 0.0767], [7.5585, 1.0132, -2.1061], [6.5266, 2.3825, -1.6178], [4.6335, 0.8448, -1.1497], [5.6695, -0.5928, -1.3423], [6.1231, 0.2553, -3.7955], [4.5037, -0.4303, -3.4527], [4.4790, 1.7059, -4.8417], [5.1776, 2.6670, -3.4995], [3.0362, 1.7417, -2.1385], [2.5132, 1.0713, -3.6972], [1.3302, 2.9553, -4.1002], [2.9048, 3.6104, -4.5719], [1.4883, 5.0862, -2.9820], [3.2237, 4.9984, -2.6259], [2.0096, 4.8739, -0.5496], [2.6834, 3.2544, -0.7430], [-0.0668, 3.3371, -1.9669], [0.5696, 2.4091, -0.5019], [-1.0289, 4.9810, -0.7038], [0.2302, 5.0266, 0.5536], [-0.8526, 3.4072, 1.9187], [-2.1695, 4.3242, 1.1700], [-2.2704, 2.4194, -0.6355], [-1.1685, 1.4830, 0.4470], [-4.1207, 1.8606, 0.5115], [-3.4499, 2.6714, 1.9417], [-3.7177, 0.7478, 3.0246], [-2.0919, 0.4280, 2.4035], [-3.5316, -1.9983, 3.9059], [-5.1546, -2.8423, 2.4357], [-6.5352, -1.3156, 3.5670], [-2.9103, -2.4000, -1.5072], [-1.5932, -0.0923, -1.3177], [-3.2835, 0.5669, -1.2483], [-2.7681, -0.3912, -2.6478], [-1.1303, -1.7914, 2.1270], [-0.8839, -0.6707, 0.7166], [-0.7783, -3.0228, -0.7214], [-0.3308, -3.6516, 0.8929], [-8.5980, -9.3249, -0.4370], [-7.6499, -8.3853, -0.2209], [-7.9078, -7.0724, -0.5659], [-6.9341, -6.1065, -0.3386], [-5.7133, -6.4662, 0.2198], [-5.4682, -7.7918, 0.5566], [-6.4439, -8.7583, 0.3405], [-8.8620, -6.8117, -1.0076], [-7.1267, -5.0726, -0.5976], [-4.9529, -5.7103, 0.3922], [-4.5155, -8.0733, 0.9881], [-6.2730, -9.7948, 0.6050], [4.8619, 5.7922, -0.0761], [4.5619, 7.0644, -0.3719], [4.9261, 7.5762, -1.6029], [4.6114, 8.8908, -1.9170], [3.9451, 9.6839, -0.9915], [3.5878, 9.1602, 0.2444], [3.8919, 7.8416, 0.5554], [5.4520, 6.9459, -2.3092], [4.8858, 9.2966, -2.8827], [3.7034, 10.7114, -1.2352], [3.0713, 9.7793, 0.9673], [3.6128, 7.4146, 1.5104], [-6.4424, -0.1089, -7.0367], [-6.4859, -0.1549, -5.6885], [-5.8477, -1.1867, -5.0256], [-5.8882, -1.2315, -3.6374], [-6.5751, -0.2497, -2.9322], [-7.2158, 0.7777, -3.6128], [-7.1673, 0.8301, -5.0006], [-5.3250, -1.9463, -5.5938], [-5.3861, -2.0299, -3.1053], [-6.6098, -0.2872, -1.8502], [-7.7541, 1.5396, -3.0624], [-7.6534, 1.6285, -5.5477], [4.3756, -6.0193, 6.3706], [3.1931, -5.6062, 5.8700], [3.1282, -5.1695, 4.5603], [1.9090, -4.7491, 4.0451], [0.7740, -4.7606, 4.8467], [0.8562, -5.1978, 6.1625], [2.0722, -5.6290, 6.6777], [4.0248, -5.1599, 3.9529], [1.8433, -4.4131, 3.0206], [-0.1757, -4.4281, 4.4427], [-0.0275, -5.2031, 6.7884], [2.1535, -5.9813, 7.6985]], "atomic_forces_ev_per_a": [[0.449, -0.463, -0.145], [-0.683, 1.170, 0.822], [1.096, -1.312, 0.322], [-0.601, 1.433, -0.102], [0.161, -0.859, -0.508], [-0.046, 0.062, -0.157], [0.511, 0.540, 0.892], [-0.483, -1.065, -0.709], [0.063, -0.462, -0.532], [1.028, 0.204, -0.152], [-1.002, -0.132, 0.523], [0.033, 0.783, -0.242], [0.611, 0.445, 0.877], [-0.702, -0.066, 0.136], [-0.038, 0.077, 0.242], [-0.438, 0.843, -0.282], [0.810, 0.444, 0.418], [-0.579, 0.809, -0.163], [0.426, -1.562, 0.380], [-1.685, 0.590, 0.560], [0.519, -0.620, 0.006], [2.750, -0.482, 0.299], [-1.121, 0.354, -0.454], [-0.901, -0.220, 0.007], [0.686, 2.610, -0.339], [0.132, 0.142, 0.404], [0.905, -1.372, -1.231], [-0.312, 1.100, -0.596], [0.113, 0.448, 0.463], [-0.359, -0.987, 0.527], [-0.430, 0.797, 0.152], [-0.084, -0.430, 0.105], [1.416, -0.325, -0.643], [-0.856, 0.340, 0.175], [-0.107, 0.668, -0.707], [-0.236, -0.613, 0.477], [-0.395, -1.562, 2.062], [-0.270, 0.781, -1.209], [0.277, 1.392, -0.149], [0.362, -0.545, 0.123], [0.033, 0.680, -0.074], [-0.383, -0.026, -0.641], [-0.006, 0.609, 0.165], [-0.388, -0.385, -0.430], [-0.236, -0.529, -0.575], [0.597, 0.180, 0.119], [-0.175, -0.796, -0.167], [-0.608, 0.508, 0.009], [-0.495, 0.359, 0.424], [0.179, -0.484, 0.440], [0.486, -0.343, -0.342], [-0.048, 0.660, -0.277], [-0.590, 0.072, 0.224], [0.188, 0.666, -0.025], [0.128, 0.353, 0.703], [-0.379, -0.482, 0.105], [-0.225, 0.339, -0.523], [0.429, 0.444, 0.443], [0.474, 0.330, 0.624], [-0.513, -0.287, 0.468], [0.602, -0.367, 0.255], [-0.352, -0.660, -0.130], [0.056, -0.600, -0.479], [-0.520, 0.383, -0.487], [0.463, -0.375, 0.532], [-0.351, 0.445, -0.667], [0.513, -0.385, 0.371], [-0.162, -0.541, -0.562], [-0.186, 0.087, -0.717], [0.430, -0.622, -0.157], [0.457, -0.257, 0.589], [-0.600, 0.214, -0.057], [0.301, -0.344, 0.564], [-0.034, -0.593, -0.525], [0.213, -0.278, -0.713], [-0.703, -0.293, -0.400], [0.218, -0.026, -0.843], [0.879, 0.018, -0.015], [0.123, 0.503, -0.054], [-0.770, -0.313, 1.066], [-0.654, -0.118, -0.200], [0.567, -0.556, -0.090], [0.017, -0.188, 0.674], [0.024, 0.026, -0.788], [-0.236, -0.518, 0.360], [0.202, 0.275, 0.553], [0.057, 0.461, -0.394], [-0.106, -0.108, -0.023], [0.394, 0.399, 0.091], [-0.238, 0.060, -0.103], [0.061, -0.290, 0.069], [0.222, 0.178, 0.098], [-0.296, 0.077, -0.127], [0.046, -0.267, 0.053], [0.001, -0.046, 0.023], [0.024, -0.035, 0.001], [-0.028, -0.008, -0.046], [-0.042, 0.016, 0.003], [-0.044, 0.005, -0.033], [0.040, -0.171, 0.054], [-0.170, 0.574, -0.130], [0.154, -0.183, -0.243], [-0.083, 0.003, 0.220], [-0.023, 0.111, -0.035], [0.094, -0.070, -0.173], [-0.059, -0.119, 0.246], [-0.026, -0.027, 0.039], [0.012, -0.045, 0.032], [0.004, -0.045, 0.016], [0.004, -0.057, -0.014], [0.029, -0.025, -0.030], [0.004, 0.011, -0.129], [-0.006, -0.028, 0.542], [0.116, -0.154, -0.129], [-0.121, 0.186, -0.108], [-0.043, 0.005, 0.192], [0.146, -0.210, -0.089], [-0.123, 0.203, -0.160], [-0.015, 0.036, -0.018], [-0.040, 0.041, 0.016], [0.031, -0.012, -0.046], [0.026, -0.016, -0.033], [0.014, -0.041, -0.029], [0.095, -0.035, 0.047], [-0.465, 0.170, -0.201], [0.214, -0.016, -0.121], [-0.028, -0.146, 0.259], [-0.165, 0.080, -0.071], [0.154, 0.027, -0.172], [0.035, -0.080, 0.247], [-0.008, -0.023, 0.035], [0.050, -0.079, 0.041], [0.036, -0.036, -0.018], [0.042, -0.022, -0.015], [0.041, 0.013, -0.024]], "lowdin_charge": [-0.11, -0.25, -0.21, -0.21, -0.21, -0.22, -0.20, -0.21, -0.22, -0.20, -0.19, -0.20, -0.19, -0.20, -0.21, -0.22, -0.16, -0.14, -0.31, 0.82, -0.33, -0.48, 0.13, 0.01, -0.24, 0.00, -0.26, -0.14, -0.13, -0.75, -0.03, 0.79, -0.84, -0.01, 0.06, 0.77, -0.71, -0.02, -0.09, 0.06, 0.06, 0.06, 0.10, 0.10, 0.11, 0.08, 0.10, 0.11, 0.11, 0.10, 0.08, 0.12, 0.10, 0.10, 0.11, 0.11, 0.07, 0.10, 0.10, 0.11, 0.11, 0.09, 0.09, 0.10, 0.11, 0.07, 0.11, 0.10, 0.11, 0.10, 0.11, 0.07, 0.11, 0.11, 0.09, 0.12, 0.02, 0.05, -0.05, 0.15, 0.04, 0.07, 0.08, 0.13, 0.06, 0.13, 0.13, 0.04, -0.30, -0.03, -0.07, -0.07, -0.08, -0.03, 0.11, 0.11, 0.07, 0.10, 0.11, 0.06, -0.30, -0.02, -0.08, -0.10, -0.08, -0.02, 0.12, 0.10, 0.10, 0.10, 0.12, 0.04, -0.30, -0.02, -0.07, -0.08, -0.08, -0.03, 0.11, 0.11, 0.09, 0.10, 0.11, 0.05, -0.29, -0.02, -0.08, -0.08, -0.08, -0.03, 0.12, 0.09, 0.11, 0.10, 0.11], "energy_ev": -233104.0624, "charge": -1, "lumo_ha": 0.06794}


Record 2
{"formula": "C5H8O2", "method": "ωB97M-V/def2-TZVPD", "symbols": ["C", "C", "O", "C", "C", "O", "C", "H", "H", "H", "H", "H", "H", "H", "H"], "xyz": [[0.9812, 0.4876, 1.3796], [1.2107, -0.0764, 0.0129], [0.5936, -1.2984, -0.3040], [-0.8253, -1.2453, -0.2854], [-1.2304, 0.0133, -1.0274], [-0.9969, 1.1051, -0.1518], [0.3615, 1.1706, 0.1807], [0.3868, -0.1042, 2.0685], [1.8124, 1.0272, 1.8210], [2.1920, -0.0430, -0.4533], [-1.2047, -1.1769, 0.7468], [-1.1819, -2.1828, -0.7196], [-0.5778, 0.0914, -1.9103], [-2.2715, 0.0615, -1.3521], [0.7501, 2.1703, -0.0055]], "atomic_forces_ev_per_a": [[0.036, 0.023, 0.223], [0.186, 0.095, -0.017], [0.089, -0.021, 0.038], [-0.207, -0.017, -0.034], [-0.087, -0.177, -0.083], [0.023, 0.028, 0.100], [0.194, 0.088, -0.021], [-0.022, 0.138, -0.131], [-0.151, -0.064, 0.105], [-0.173, 0.140, 0.145], [0.020, -0.088, -0.189], [0.078, 0.200, -0.112], [-0.223, 0.057, 0.015], [0.055, -0.098, 0.249], [0.183, -0.302, -0.290]], "lowdin_charge": [-0.03, -0.26, -0.09, -0.17, -0.17, -0.08, -0.25, 0.12, 0.11, 0.15, 0.13, 0.13, 0.14, 0.13, 0.15], "energy_ev": -9407.5047, "charge": 0, "lumo_ha": 0.04008, "de_lowest_ev": 2.3275, "smiles": "C1CO[C@@H]2C[C@@H]2O1"}


Record 3
{"formula": "C3H7ClN3", "method": "ωB97M-V/def2-TZVPD", "symbols": ["C", "C", "C", "N", "N", "N", "Cl", "H", "H", "H", "H", "H", "H", "H"], "xyz": [[-1.7407, -2.4993, -1.4030], [0.6604, 0.8380, 0.3438], [0.8347, 0.4054, -0.8995], [-1.3834, -1.7671, -0.5904], [1.3784, 1.7571, 1.0992], [-0.4715, 0.2410, 1.0732], [-2.3887, -3.4844, -2.5104], [1.7462, 0.5429, -1.3431], [0.0052, -0.0426, -1.5062], [-0.5681, 0.2752, 2.0398], [1.8190, 1.3692, 1.9587], [2.1213, 2.1320, 0.4791], [-1.1734, 0.9006, 0.6026], [-0.8393, -0.6680, 0.6563]], "atomic_forces_ev_per_a": [[-0.317, 0.241, 0.303], [1.455, -1.400, 0.420], [-2.637, -0.252, 0.374], [-0.110, -0.499, -0.247], [1.256, -0.634, -0.326], [-3.072, 1.471, -4.331], [0.173, -0.045, -0.028], [1.952, 0.828, -1.361], [1.152, 0.154, 0.957], [0.239, 0.454, 2.242], [-0.479, 0.397, -0.774], [-0.638, 0.005, 0.837], [0.087, -0.940, 1.719], [0.939, 0.219, 0.215]], "lowdin_charge": [-0.73, -0.44, 0.08, 0.11, 0.11, 0.21, 0.86, 0.05, 0.08, 0.14, 0.13, 0.13, 0.21, 0.08], "energy_ev": -20208.7485, "charge": 1, "lumo_ha": -0.11440, "de_lowest_ev": 1.9931}


Record 4
{"formula": "C4H6N2O2", "method": "ωB97M-V/def2-TZVPD", "symbols": ["C", "C", "C", "C", "N", "N", "O", "O", "H", "H", "H", "H", "H", "H"], "xyz": [[0.4835, -1.4914, 0.6018], [-2.1097, 0.1804, -0.0181], [1.3206, 0.8595, -0.8007], [1.0083, -0.5041, 1.2375], [0.0917, -2.3706, -0.1319], [-2.1245, 1.1408, 0.7076], [-2.0761, -0.8611, -0.4986], [1.6805, 0.5268, 0.4993], [1.9793, 1.6273, -1.2011], [0.3335, 1.4756, -0.8142], [1.2451, -0.0043, -1.4061], [1.1663, -0.3958, 2.3108], [-0.8705, -2.1679, -0.6398], [-2.1279, 1.9849, 0.1535]], "atomic_forces_ev_per_a": [[-0.560, -0.603, -0.434], [0.142, -0.591, 1.074], [-2.260, 1.944, 0.553], [1.449, 2.341, -0.016], [-1.957, -0.629, -2.111], [-0.175, 1.408, -0.200], [-0.759, -0.895, -1.347], [0.520, -0.316, 1.617], [0.702, -0.515, 0.140], [0.934, -1.341, 0.055], [-0.073, -0.740, -1.038], [-0.418, -0.057, -0.497], [2.482, -0.720, 1.793], [-0.025, 0.715, 0.409]], "lowdin_charge": [-0.22, -0.41, -0.13, -0.12, 0.15, 0.20, 0.14, -0.17, 0.09, 0.10, 0.07, 0.12, 0.10, 0.09], "energy_ev": -11317.2665, "charge": 0, "lumo_ha": 0.01620, "de_lowest_ev": 3.7754, "smiles": "COC=C=N.N=C=O"}